No. 1
C44H56BBrN12S3V | ωB97M-V/def2-TZVPD

```
118
Properties=species:S:1:pos:R:3:lowdin_spin:R:1
H -0.879 -5.090 -2.510 0.000
H -2.309 4.301 4.880 0.000
C 3.901 -3.314 -4.292 0.000
H 1.319 -4.132 -4.757 0.000
C 2.485 -1.902 -5.803 0.000
N -0.747 -0.628 4.453 0.003
C 0.452 -0.368 5.055 0.001
C -3.363 -4.063 -0.323 -0.001
H 0.500 -2.723 -4.077 0.000
H -1.765 -2.024 5.651 0.000
Br 4.371 1.006 2.376 0.000
H 1.302 6.638 2.949 0.000
H 4.773 -2.756 -4.621 0.000
H -1.446 -0.125 1.189 0.001
H 3.800 -4.186 -4.932 0.000
H 2.007 -3.479 2.585 -0.001
N 1.830 -1.170 -2.508 -0.003
C 3.987 3.430 3.824 -0.001
H 2.293 0.418 4.183 0.001
H 0.621 -0.556 6.095 0.000
C -2.219 2.203 5.205 0.000
C 1.485 3.765 2.831 0.006
H -0.512 -5.023 0.452 0.000
H -1.614 4.634 -0.532 0.000
H 3.344 -1.294 -6.075 0.000
N -2.213 -0.130 6.226 0.000
C -1.798 -5.211 -1.940 0.000
C -3.374 0.292 -4.647 0.000
C 3.385 2.533 2.957 0.007
H -2.509 2.732 -5.503 0.000
H -2.769 -1.117 4.473 0.000
H 5.675 1.536 -3.449 0.000
H -2.837 2.982 -3.323 0.000
H -3.604 -3.429 -2.957 0.000
C -0.638 -0.277 3.149 0.009
N 2.151 2.667 2.484 0.000
H 0.004 -0.001 -5.291 0.000
C 0.833 -3.423 0.814 -0.001
C 3.812 -0.369 -3.528 -0.002
S 2.397 -1.187 1.082 -0.070
H -2.016 1.553 -6.706 0.000
C -2.407 3.929 -0.776 -0.001
H -3.023 -4.654 0.524 0.000
C 4.984 1.675 -2.625 -0.001
N 1.877 -0.150 -1.671 -0.010
C -2.743 -2.965 -2.483 0.000
H -2.763 4.894 7.197 0.000
H -3.472 -0.535 -3.948 0.000
H -4.049 1.087 -4.341 0.000
C -2.736 2.904 7.936 0.000
C -2.638 3.854 6.946 0.000
C 1.241 6.028 3.852 -0.001
H 0.483 3.871 2.437 0.000
C 1.407 -3.320 -4.040 0.000
H -2.026 1.953 4.171 0.000
H -0.796 2.350 -5.711 0.000
C 1.080 -2.064 0.491 -0.006
H 4.577 -0.493 -4.276 0.000
H -2.862 3.626 0.164 0.000
C -1.928 -1.050 5.172 0.000
H 1.589 -1.294 -5.888 0.000
H 2.685 -4.349 1.224 0.000
C 3.288 4.574 4.166 0.008
C -2.324 1.235 6.195 0.000
C 2.628 -2.463 -4.382 0.000
C -2.379 3.510 5.612 0.000
N 0.224 -1.392 -0.308 -0.022
H -3.680 -0.050 -5.631 0.000
H -1.997 -1.536 2.111 0.000
S -0.396 2.261 0.811 -0.036
C -1.802 1.934 -5.711 0.000
C -2.144 2.389 -2.746 0.001
H 1.318 -5.048 2.109 0.000
C -1.011 -0.365 -5.156 0.000
H 5.528 1.579 -1.684 0.000
N -0.678 0.529 -2.639 -0.004
H -2.633 0.074 2.483 0.000
H 1.499 -3.745 -3.043 0.000
C -0.892 1.931 -0.775 -0.002
H -3.032 -1.989 -2.099 0.000
H 0.191 5.819 4.039 0.000
C -1.539 1.239 -3.318 -0.003
H -0.998 -1.152 -4.411 0.000
H -2.925 3.154 8.967 0.000
N -0.833 -1.960 -0.859 0.001
B 0.701 -0.002 -0.706 -0.143
C 2.013 4.773 3.635 -0.001
H -2.566 -5.585 -2.611 0.000
C -0.267 -3.996 0.233 -0.001
H -3.146 4.421 -1.398 0.000
H -3.713 -3.098 0.039 0.000
H -1.639 -5.959 -1.170 0.000
C 3.883 0.682 -2.651 0.001
C -1.917 0.779 -4.707 0.000
C 2.746 -1.300 -3.429 0.000
H -1.363 -0.774 -6.099 0.000
H 4.575 2.683 -2.657 0.000
H 1.644 6.609 4.673 0.000
H 3.740 5.307 4.819 0.000
C 1.263 0.133 4.088 0.005
C 1.753 -4.124 1.744 -0.002
C -1.074 -3.227 -0.645 -0.005
S 2.776 2.005 -0.515 -0.014
C 2.846 0.781 -1.686 0.002
N -2.363 -0.555 7.496 0.000
N -2.577 0.413 8.261 0.000
H -1.963 -2.835 -3.228 0.000
N -0.366 0.862 -1.395 -0.020
C -2.570 1.576 7.550 0.000
C -1.834 2.746 -1.462 -0.002
H -4.197 -4.579 -0.787 0.000
N 0.577 0.187 2.906 0.005
H 2.410 -2.720 -6.513 0.000
H 4.072 -3.655 -3.273 0.000
H 4.980 3.242 4.202 0.000
C -1.743 -0.477 2.175 0.002
C -2.243 -3.864 -1.353 -0.001
V 1.562 1.009 1.241 1.304
```

Its strongest force on any atom is 1.50 eV/A. The energy above the lowest of the compared OMol25 structures with the same formula, charge and spin is 19.06 kcal/mol. Its expectation value of S² is 1.034. For the orbital gap (alpha / beta), the calculation gives 6.89 / 7.13 eV. The molecular weight is 990.88 g mol⁻¹. The total charge is +2. As for the HOMO energy (alpha / beta): -0.476 / -0.466 Eh. The spin multiplicity is 2.

No. 2
C44H56ClN11O5S2 | ωB97M-V/def2-TZVPD

```
119
Properties=species:S:1:pos:R:3:mulliken_charge:R:1
H -7.261 -3.903 0.042 0.374
H 7.643 5.844 -1.885 0.395
H -1.498 7.799 -0.130 0.396
H 0.337 1.690 2.768 0.168
C -6.073 4.112 -3.465 -0.404
C 5.236 1.151 -0.510 -0.561
H 1.380 -3.911 0.222 0.298
N 8.397 3.296 0.018 0.101
H 10.506 3.038 -0.215 0.365
C -1.973 6.831 -0.227 -0.483
C -3.324 6.515 0.055 -0.498
C 3.840 1.036 -0.718 -0.718
H 5.989 1.366 -1.257 0.510
H -8.063 3.635 -4.255 0.389
C 9.630 3.609 -0.493 -0.376
H 10.275 5.176 -1.885 0.376
C -7.269 4.355 -4.103 -0.616
H 3.489 2.302 5.489 0.413
H 5.641 -4.299 -0.522 0.406
C -4.711 -2.960 -1.066 -0.430
C -7.259 5.709 -4.516 -0.390
H -6.327 2.967 -0.226 0.233
H -4.024 -3.852 -0.668 0.165
H 8.321 -0.233 1.664 0.259
C -2.957 -0.830 -1.292 0.210
N -2.296 4.671 -0.640 0.241
H 10.713 0.067 2.369 0.381
H 4.133 0.513 2.424 0.408
C 1.286 2.050 5.800 -0.433
H 4.746 -1.823 -1.218 0.399
H 2.281 -1.773 -0.740 0.260
H 8.207 2.545 0.668 0.214
O -0.936 -0.760 0.404 -0.243
O 0.859 0.282 -1.237 -0.365
H -0.278 -5.664 -4.299 0.411
H 10.713 0.362 5.076 0.396
C 8.500 0.117 4.838 -0.612
H 2.827 2.000 2.865 0.721
C 4.628 -3.925 -0.447 -0.709
H -0.788 1.720 5.013 0.372
C -3.903 -1.931 -2.052 -0.776
H -4.600 -1.359 -2.832 0.407
N 0.842 1.820 3.634 0.125
H 3.473 -5.644 0.405 0.398
C -3.494 5.174 -0.206 -0.375
C -1.326 -5.853 -4.488 -0.434
C 9.481 4.691 -1.332 -0.549
N -3.518 -6.071 -4.190 0.028
C 3.266 0.753 0.501 -0.750
O -7.106 0.812 -0.657 -0.088
H -5.526 -3.502 -1.750 0.341
C 2.197 1.995 3.744 -0.686
H -4.364 4.536 -0.121 0.269
H 6.389 0.930 1.401 -0.043
H -4.069 -6.655 -6.171 0.379
O -1.717 -0.513 -2.077 -0.294
C -5.555 -2.240 0.148 0.220
H -1.927 -7.788 3.447 0.385
H -4.020 -6.055 3.265 0.384
N 4.264 0.699 1.438 0.187
H -3.181 -2.596 -2.724 0.217
C -1.902 -6.771 3.079 -0.619
H 1.161 2.121 6.873 0.385
C 7.463 4.159 -0.493 -0.409
N -8.204 2.007 1.044 -0.286
C -1.194 -4.809 2.234 -0.467
N 2.859 -2.584 -0.565 0.168
C 8.109 5.039 -1.332 -0.516
C -2.341 -1.144 0.194 0.320
H 6.681 -0.203 3.566 0.394
H 0.241 -6.443 2.520 0.445
C 9.886 0.063 3.067 -0.562
C 2.420 -3.773 -0.044 -0.348
H -5.018 -2.577 1.160 -0.090
H -4.430 -6.083 -3.752 0.216
C -7.117 -2.754 0.288 -0.721
C 9.854 0.208 4.436 -0.342
H -2.127 3.710 -0.910 0.216
H 2.234 0.588 0.782 0.703
H -3.152 -0.622 0.897 0.218
C -2.343 -5.746 -3.565 -0.593
H 3.312 1.147 -1.656 0.555
C -2.980 -5.917 2.998 -0.393
C 7.747 -0.080 3.702 -0.295
C -0.772 -6.069 2.596 -0.439
H -0.343 5.477 -0.961 0.413
S -0.665 0.252 -0.976 0.724
N 8.599 -0.107 2.628 -0.005
H -5.454 -1.050 0.145 0.032
H -8.044 6.231 -5.048 0.382
N -2.541 -4.728 2.478 0.054
H -4.089 7.192 0.412 0.394
C -6.058 6.251 -4.117 -0.566
H -4.425 5.390 -3.069 0.191
H -5.652 7.246 -4.234 0.387
H -2.427 -2.293 0.401 -0.179
N -8.887 0.770 1.080 -0.293
C -1.361 5.673 -0.651 -0.508
C -8.166 0.016 -0.017 0.272
C -3.266 -6.375 -5.502 -0.511
C 5.470 0.935 0.830 -0.310
C 4.206 -2.666 -0.808 -0.350
H -0.654 -3.967 1.824 0.461
C 0.279 1.846 4.884 -0.476
H -3.119 -3.917 2.302 0.214
Cl -3.945 0.749 -1.551 0.014
C -1.911 -6.251 -5.714 -0.400
N -5.345 5.273 -3.474 0.087
S -8.350 -1.719 -0.699 -0.077
C 2.500 2.144 5.079 -0.619
H 8.116 0.188 5.847 0.403
H -1.398 -6.427 -6.651 0.383
C 3.498 -4.627 0.036 -0.498
H 6.421 4.074 -0.215 0.414
O -1.016 1.645 -0.401 -0.479
H -7.405 -2.587 1.433 0.365
H -2.330 -5.468 -2.520 0.519
C -7.086 2.113 0.029 0.104
H -5.680 3.215 -3.006 0.548
```

Its strongest force on any atom is 8.57 eV/A. The SMILES is O=S1(=O)OC[C@](Cl)(CCCCSc2nnco2)O1.c1cc[nH]c1.c1cc[nH]c1.c1cc[nH]c1.c1cc[nH]c1.c1cc[nH]c1.c1cc[nH]c1.c1cc[nH]c1.c1cc[nH]c1.c1cc[nH]c1. For the orbital gap, the calculation gives 6.86 eV. The molecular weight is 918.59 g mol⁻¹. The total charge is 0. As for the HOMO energy: -0.299 Eh.

No. 3
C44H56CrN8O3P2 | ωB97M-V/def2-TZVPD

```
114
Properties=species:S:1:pos:R:3:lowdin_spin:R:1
H 4.779 1.994 0.793 0.000
H -1.786 -3.722 -2.555 0.000
C 1.888 4.392 -1.709 0.000
H 0.337 -2.993 0.683 0.000
H 3.121 0.857 1.779 0.000
H -1.062 2.894 2.824 0.000
H 0.798 -3.245 -4.999 0.000
H -5.227 -0.821 -4.151 0.000
C 1.120 1.714 3.546 -0.001
C -2.718 1.194 -2.628 0.000
H 1.305 -5.213 1.205 0.000
C -1.955 -2.840 -0.721 0.008
H 3.373 5.359 -2.911 0.000
N 3.132 0.128 -0.155 0.000
H 1.268 3.192 5.091 0.000
H -0.038 -1.441 3.987 0.000
C -5.257 0.082 -3.539 0.000
C 6.667 1.076 0.389 0.000
C 0.418 1.366 5.821 -0.002
N -2.301 -3.709 -1.689 0.008
H -2.334 -1.974 4.510 0.000
C 0.791 -1.664 -3.554 -0.001
C 0.042 0.483 -4.344 -0.001
C 1.619 2.025 -2.072 -0.004
N -1.052 -1.921 -0.897 0.001
H -3.326 1.955 -3.118 0.000
C -2.516 -2.240 1.619 0.000
C 6.603 -1.028 -0.750 0.000
C 1.717 -4.319 1.656 0.000
C 0.559 -2.205 -4.812 0.000
C 0.062 -1.409 -5.833 -0.002
C 5.217 -0.999 -0.739 0.000
H -0.355 -0.578 6.283 0.000
P 0.850 0.427 -1.662 -0.018
H 0.500 3.155 -0.634 0.000
H -1.846 -0.660 2.511 0.000
C 1.259 3.193 -1.406 0.000
O -3.073 -0.092 -0.661 0.002
N -1.898 -1.094 1.596 -0.008
C 2.434 0.723 0.946 -0.003
H 8.416 -0.029 -0.186 0.000
C -2.632 5.018 0.704 0.000
C 0.754 0.407 3.226 0.000
H -0.126 1.541 -4.180 0.000
C -0.193 -0.064 -5.597 0.000
H -3.281 -3.761 0.503 0.000
C 1.173 -3.077 1.362 0.000
H -3.318 2.870 -1.018 0.000
H 3.219 -5.381 2.757 0.000
H 4.049 3.286 -4.066 0.000
N -3.109 -2.759 2.698 0.000
H 7.112 -1.874 -1.192 0.000
N -2.621 -3.004 0.463 0.001
H -4.710 0.868 -4.050 0.000
H -1.889 3.807 -1.490 0.000
C 2.799 -2.024 2.798 -0.001
H -5.613 -2.069 -1.884 0.000
C -3.569 -4.147 2.775 0.000
H -3.502 -0.924 3.669 0.000
H 1.226 -2.293 -2.784 0.000
O -1.095 1.753 0.803 0.011
Cr -0.907 -0.156 0.081 1.025
H 2.928 1.158 -3.553 0.000
H -5.079 -1.203 -0.418 0.000
H -0.666 4.612 2.615 0.000
H 0.305 1.738 6.831 0.000
C 2.884 4.425 -2.672 0.000
C 3.261 3.258 -3.326 0.000
H 2.005 -1.537 -0.790 0.000
C 3.339 -3.265 3.086 0.000
H -2.186 0.625 -3.392 0.000
H -6.298 0.388 -3.442 0.000
H 1.555 2.365 2.799 0.000
H -6.527 -0.673 -1.295 0.000
C 0.539 -0.309 -3.308 -0.003
C 4.540 0.080 -0.168 0.000
H 3.226 -1.133 3.243 0.000
H 1.610 5.302 -1.192 0.000
H 2.975 -0.711 -2.034 0.000
H -3.538 -4.464 3.813 0.000
C 5.283 1.124 0.389 0.000
C -2.224 2.868 -1.042 0.000
C -3.247 -1.956 3.910 0.000
C -1.715 2.771 0.389 0.002
H -3.194 5.432 1.538 0.000
P 1.000 -0.295 1.565 -0.015
H -2.266 4.138 3.208 0.000
H -4.599 -4.257 2.424 0.000
H -2.882 -4.510 -1.506 0.000
C 2.797 -4.413 2.522 0.000
C 1.709 -1.924 1.933 -0.003
C 7.336 0.003 -0.182 0.000
H -0.103 -1.830 -6.816 0.000
H 4.664 -1.835 -1.151 0.000
C 2.361 -0.557 -1.149 0.002
H 4.186 -3.340 3.755 0.000
H 7.229 1.893 0.822 0.000
H -3.330 4.817 -0.103 0.000
C -1.454 3.860 2.537 0.000
C 2.631 2.061 -3.032 -0.001
H -0.559 0.563 -6.400 0.000
H -1.915 5.774 0.376 0.000
H -4.059 -2.361 4.506 0.000
H -2.913 -4.822 2.226 0.000
C 0.208 -0.410 4.219 -0.001
N -4.710 -0.200 -2.216 0.001
C 0.041 0.067 5.509 0.000
C -3.543 0.238 -1.771 0.000
O -1.736 1.791 -1.809 -0.003
H 1.998 1.701 0.683 0.000
N -1.949 3.811 1.164 0.005
H -0.648 -1.975 -1.827 0.000
C -5.528 -1.094 -1.400 0.000
C 0.959 2.185 4.841 0.000
```

Its strongest force on any atom is 1.67 eV/A. The energy above the lowest of the compared OMol25 structures with the same formula, charge and spin is 10.69 kcal/mol. Its expectation value of S² is 0.764. For the orbital gap (alpha / beta), the calculation gives 5.08 / 5.66 eV. The molecular weight is 858.93 g mol⁻¹. The total charge is +3. As for the HOMO energy (alpha / beta): -0.505 / -0.505 Eh. The spin multiplicity is 2.

No. 4
C44H56FIN9O3Ru | ωB97M-V/def2-TZVPD

```
115
Properties=species:S:1:pos:R:3:lowdin_spin:R:1
Ru 2.515 -16.369 12.487 2.480
C 7.067 -18.262 16.949 0.008
O 6.514 -15.617 12.672 0.009
C 2.137 -22.276 18.369 0.005
H 0.367 -20.647 8.657 0.004
C 5.213 -17.237 13.932 0.036
H -2.820 -17.810 14.483 0.001
C 8.038 -17.093 17.112 0.000
H -1.957 -19.048 12.487 0.000
C 2.627 -17.044 5.867 0.048
C 0.020 -16.673 6.644 -0.002
H -1.875 -19.182 7.675 0.001
H 0.326 -18.572 11.684 0.001
C 1.892 -15.976 5.295 -0.004
H -1.105 -16.590 15.924 0.000
C 2.153 -17.894 6.891 0.025
O 4.363 -15.923 12.041 0.119
H 5.497 -20.098 17.918 0.001
H -1.488 -19.053 9.411 0.000
H 4.791 -24.519 19.997 0.000
H 0.912 -15.523 10.625 0.005
H 5.563 -22.548 18.164 0.001
H 3.184 -13.291 12.384 0.002
H 5.167 -22.860 20.506 0.000
C 2.919 -20.008 14.964 0.111
H 3.898 -16.500 8.420 0.004
C 4.998 -21.721 10.040 0.004
C 5.889 -17.277 9.055 -0.001
C 4.896 -19.764 8.575 0.130
H 1.199 -12.168 7.717 0.000
C 4.610 -17.347 8.525 0.084
H 3.326 -12.161 10.968 0.000
C 5.440 -16.187 12.827 0.010
H 5.421 -20.919 10.655 -0.001
H 0.981 -19.542 9.878 0.001
C -1.321 -18.589 8.410 0.004
H -1.692 -14.509 11.983 0.000
H 2.987 -23.890 21.199 0.000
H 9.086 -17.485 17.218 0.000
H 4.340 -22.337 10.668 0.002
H 3.666 -17.272 5.536 0.000
H 2.680 -22.307 8.731 0.000
H 1.116 -23.468 19.907 0.000
H -1.179 -12.802 9.843 0.000
H -1.796 -17.581 8.433 0.000
H -1.028 -16.554 6.863 -0.001
C -1.358 -18.255 13.013 -0.002
H 6.882 -20.476 8.949 -0.003
H 7.756 -16.138 16.667 0.000
H -0.360 -13.559 12.614 0.000
F 2.022 -22.033 15.656 -0.010
N 3.127 -23.270 20.432 0.001
C -0.057 -18.081 12.565 0.008
C 6.117 -17.343 14.946 0.129
I 1.581 -14.824 14.917 0.107
N 2.909 -18.847 7.497 0.323
H 3.025 -22.283 20.821 0.000
C 7.156 -17.505 18.226 0.004
H 2.692 -11.949 8.656 0.000
H 6.982 -16.689 15.000 0.007
H -0.562 -14.528 9.936 0.001
C 2.910 -20.995 15.911 0.000
H 1.791 -10.497 8.263 0.000
C -0.826 -17.004 14.927 0.001
O 3.095 -18.110 13.129 0.182
H -1.829 -12.730 12.052 0.000
C -1.132 -13.573 11.870 0.001
C 2.076 -23.426 19.382 0.001
H 2.137 -20.021 14.217 0.009
C 3.406 -21.792 8.111 0.010
C 3.807 -21.034 17.042 0.131
H 1.551 -22.544 17.505 0.001
H 2.948 -21.138 7.388 0.001
C 4.791 -20.024 17.121 0.024
C 1.917 -13.818 10.868 0.027
N 3.542 -21.981 18.043 0.033
N 5.978 -18.128 16.068 0.094
H 1.918 -19.572 8.276 0.009
C 4.939 -19.121 16.113 0.043
H 4.108 -22.448 7.616 0.003
C 4.097 -18.099 13.988 0.248
C 1.704 -11.568 8.516 0.001
H -0.127 -15.120 5.327 0.002
H 7.841 -18.133 9.124 0.008
C 6.291 -19.591 8.860 -0.015
H 2.343 -15.303 4.553 -0.001
C 3.989 -19.080 15.029 0.008
H 1.665 -21.381 18.856 0.000
H -0.034 -11.342 9.821 0.000
C 0.389 -16.674 14.351 0.021
N 0.097 -18.597 8.148 0.024
N 0.764 -17.261 13.212 0.006
C 0.583 -15.837 5.715 0.037
C 0.700 -17.757 7.243 0.039
N 1.776 -15.136 11.056 0.072
H 5.782 -22.413 9.633 0.002
H 7.576 -19.263 17.049 0.003
C -0.527 -13.521 10.419 0.002
H 2.216 -24.422 18.929 0.000
C 3.196 -13.207 11.308 0.005
C 6.807 -18.321 9.056 0.125
H 4.430 -23.891 17.729 0.001
N 4.248 -20.990 8.970 0.088
H 7.686 -18.071 18.997 0.000
C 4.127 -18.631 8.098 0.010
C 1.015 -11.641 9.892 0.002
C 4.549 -22.993 18.385 0.009
C 4.500 -23.443 19.876 0.000
C -1.785 -17.682 14.200 0.008
H 1.487 -11.046 10.727 0.001
N 0.897 -13.051 10.287 0.028
H 4.004 -13.886 11.002 0.001
C 0.863 -19.688 8.812 0.039
H 6.304 -16.777 18.416 0.000
H 6.227 -16.317 9.385 -0.002
```

Its strongest force on any atom is 3.21 eV/A. The energy above the lowest of the compared OMol25 structures with the same formula, charge and spin is 0.00 kcal/mol. Its expectation value of S² is 8.848. For the orbital gap (alpha / beta), the calculation gives 3.79 / 4.13 eV. The molecular weight is 1005.96 g mol⁻¹. The total charge is +2. As for the HOMO energy (alpha / beta): -0.343 / -0.366 Eh. The spin multiplicity is 6.